Below is a structure of composition C54H48N7O5SZr, with properties calculated with wB97M-V/def2-TZVPD.

Results
HOMO: -10.471 eV
E: -89563.689 eV
Charge: +1
Gap between HOMO and LUMO: 7.30 eV
2S+1: 1
Molar mass: 998.313 g mol⁻¹
Energy above the lowest of the compared OMol25 structures with the same formula, charge and spin: 0.949 eV

```
116
Properties=species:S:1:pos:R:3:forces:R:3:mulliken_charge:R:1
Zr 0.293 0.332 -0.128 -0.867 -1.716 1.019 -0.03
O 0.998 -0.412 -1.725 0.579 0.281 -1.676 1.34
C 1.212 -0.301 -3.112 0.072 -0.189 -0.703 2.32
C -0.104 -0.490 -3.899 0.056 -0.028 0.445 -1.65
C -1.295 0.349 -3.501 0.002 0.009 -0.124 -0.38
C -2.096 0.819 -4.540 -0.062 0.096 0.018 -0.98
C -3.258 1.506 -4.254 0.022 -0.009 -0.002 -1.39
C -3.575 1.733 -2.928 0.024 -0.058 -0.003 -0.54
C -2.725 1.259 -1.940 -0.128 0.022 -0.111 -0.54
C -3.029 1.600 -0.511 0.498 0.166 -0.063 -1.10
C -1.953 2.562 0.060 -0.563 0.420 -0.010 0.90
O -0.699 1.974 -0.134 -0.983 0.747 0.014 0.69
C -2.163 2.791 1.560 0.137 -0.065 -0.009 0.00
C -3.287 2.365 2.257 0.032 0.005 -0.087 -0.01
C -3.399 2.581 3.627 -0.022 0.019 0.077 -0.75
C -2.392 3.245 4.311 -0.025 -0.019 0.012 -0.84
C -1.280 3.703 3.613 0.094 0.034 -0.012 -0.76
C -1.166 3.476 2.253 -0.074 -0.032 -0.011 0.00
C -2.055 3.898 -0.690 0.203 -0.029 0.055 0.53
C -1.351 4.077 -1.876 0.022 -0.032 0.063 -0.30
C -1.427 5.273 -2.575 -0.021 -0.041 -0.016 -0.98
C -2.223 6.304 -2.099 0.019 0.039 -0.010 -0.87
C -2.947 6.126 -0.930 -0.056 0.018 -0.019 -0.86
C -2.865 4.931 -0.229 -0.015 -0.056 -0.021 -0.40
N -1.611 0.552 -2.212 -0.094 0.135 -0.105 1.38
C 2.230 -1.387 -3.499 -0.041 -0.040 0.242 -0.31
C 1.952 -2.487 -4.299 -0.069 0.084 -0.028 -0.22
C 2.935 -3.436 -4.562 0.033 -0.062 -0.032 -1.08
C 4.207 -3.292 -4.038 -0.040 -0.034 -0.034 -0.68
C 4.495 -2.193 -3.238 0.039 0.019 0.066 -0.78
C 3.511 -1.261 -2.965 0.007 0.013 0.011 0.00
C 1.771 1.074 -3.516 0.002 -0.046 0.352 0.29
C 2.551 1.225 -4.660 -0.036 0.046 -0.020 -0.59
C 3.051 2.470 -5.006 -0.005 -0.037 -0.050 -1.06
C 2.780 3.580 -4.216 0.017 0.008 -0.008 -0.93
C 1.981 3.440 -3.093 -0.077 0.080 0.066 -0.44
C 1.476 2.193 -2.754 0.020 -0.208 -0.200 -0.39
H 0.123 -0.269 -4.941 -0.052 -0.107 -0.056 1.09
H -0.417 -1.534 -3.850 -0.004 0.021 -0.007 0.41
H -1.809 0.635 -5.566 0.052 -0.016 0.017 0.58
H -3.901 1.864 -5.047 0.017 0.013 -0.004 0.46
H -4.464 2.284 -2.655 0.018 0.019 0.029 0.56
H -4.007 2.073 -0.450 -0.045 -0.062 0.012 1.15
H -3.020 0.704 0.102 -0.118 -0.087 0.053 -0.80
H -4.101 1.880 1.734 0.004 -0.014 0.036 0.71
H -4.286 2.255 4.156 -0.005 0.001 -0.019 0.44
H -2.484 3.431 5.374 -0.030 0.013 0.000 0.40
H -0.504 4.253 4.133 0.006 0.008 -0.009 0.45
H -0.309 3.845 1.703 0.035 -0.018 0.047 0.66
H -0.731 3.276 -2.251 -0.021 0.040 -0.017 -0.03
H -0.863 5.391 -3.492 0.002 0.014 0.006 0.54
H -2.271 7.245 -2.632 -0.029 -0.012 -0.010 0.42
H -3.575 6.925 -0.556 0.011 -0.002 0.011 0.46
H -3.430 4.815 0.687 0.020 0.009 0.026 0.43
H 0.977 -2.618 -4.750 0.042 -0.017 0.000 0.38
H 2.700 -4.285 -5.192 0.005 0.005 0.002 0.46
H 4.973 -4.024 -4.256 0.002 0.007 0.005 0.43
H 5.493 -2.067 -2.836 -0.021 0.011 0.045 0.43
H 3.722 -0.400 -2.342 0.081 0.015 0.006 0.34
H 2.781 0.367 -5.281 0.030 -0.012 0.026 0.57
H 3.664 2.572 -5.892 0.002 0.007 0.007 0.46
H 3.190 4.546 -4.477 -0.017 0.006 -0.007 0.45
H 1.745 4.300 -2.477 0.006 -0.010 0.003 0.59
H 0.844 2.076 -1.885 0.119 0.332 -0.166 0.42
C -3.459 -1.133 2.626 0.017 -0.136 -0.122 -1.65
C -2.290 -1.053 1.691 -0.109 -0.051 0.370 1.41
N -1.130 -0.662 2.076 0.378 -0.057 -0.270 0.64
N -1.037 -0.217 3.345 -0.463 0.490 0.286 -0.53
C 0.087 -0.259 4.143 0.143 -0.429 -0.062 -0.08
N 0.016 0.623 5.163 -0.082 0.267 -0.019 -0.34
S 1.278 -1.385 4.024 0.093 0.030 -0.278 -0.33
C -2.355 -1.596 0.318 -0.002 -0.174 -0.235 0.00
C -3.526 -2.095 -0.242 0.024 0.060 0.108 -0.98
C -3.472 -2.728 -1.471 0.066 -0.006 -0.067 -1.22
C -2.243 -2.899 -2.084 -0.077 -0.065 0.050 -1.16
C -1.132 -2.340 -1.482 0.057 -0.143 0.066 -0.98
N -1.185 -1.651 -0.343 -0.369 0.076 -0.053 1.41
H -3.811 -0.141 2.915 -0.013 -0.010 0.011 0.31
H -4.293 -1.679 2.200 -0.013 0.030 0.026 0.47
H -3.142 -1.659 3.531 -0.014 0.036 0.016 0.42
H -1.870 0.175 3.763 0.014 0.149 -0.067 0.33
H -0.562 1.449 5.103 0.026 -0.019 -0.098 0.06
H 0.801 0.637 5.792 -0.030 -0.067 0.070 0.28
H -4.475 -1.988 0.262 0.039 -0.015 0.028 0.41
H -4.377 -3.110 -1.926 -0.003 0.003 -0.001 0.46
H -2.152 -3.437 -3.017 0.051 -0.009 0.014 0.52
H -0.143 -2.451 -1.906 -0.015 0.119 -0.091 1.00
N 5.759 -0.369 0.038 0.036 0.013 0.033 -0.19
C 5.502 -1.666 0.351 -0.006 0.075 -0.020 0.26
O 6.374 -2.472 0.600 -0.050 0.005 -0.079 -0.65
C 4.054 -2.062 0.359 0.000 -0.092 0.072 0.10
C 3.730 -3.389 0.119 -0.013 0.033 0.039 -0.62
C 2.401 -3.759 0.185 0.063 0.001 0.024 -1.52
C 1.450 -2.790 0.452 -0.079 -0.088 0.213 -0.70
N 1.736 -1.499 0.636 0.420 -0.094 -0.081 0.31
C 3.033 -1.167 0.619 0.112 -0.122 0.227 -0.67
H 6.720 -0.075 0.013 0.000 0.009 0.013 0.23
H 5.045 0.270 -0.262 -0.004 -0.007 -0.016 0.13
H 4.520 -4.099 -0.085 0.002 -0.007 0.006 0.48
H 2.100 -4.787 0.039 -0.041 0.012 0.028 0.50
H 0.414 -3.068 0.568 -0.024 0.018 -0.086 0.74
H 3.273 -0.149 0.881 -0.017 0.063 -0.130 0.99
O 2.080 1.576 0.019 0.152 -0.014 -0.130 -0.59
C 1.815 1.847 1.235 0.567 0.311 0.611 1.06
O 0.897 1.196 1.799 0.411 0.130 0.521 -0.08
C 2.594 2.872 1.957 0.041 0.030 0.006 0.45
C 3.644 3.527 1.319 -0.043 -0.013 -0.076 -0.51
C 4.378 4.482 2.002 0.021 0.028 -0.004 -0.95
C 4.069 4.778 3.323 0.019 -0.033 0.005 -0.55
C 3.031 4.115 3.966 -0.026 0.057 0.030 -1.00
C 2.291 3.166 3.283 -0.029 -0.069 -0.016 0.00
H 3.873 3.283 0.289 -0.040 0.028 -0.008 0.42
H 5.189 4.999 1.506 0.006 -0.008 0.006 0.44
H 4.647 5.521 3.857 -0.008 0.004 -0.002 0.41
H 2.801 4.346 4.998 0.002 -0.010 -0.006 0.44
H 1.477 2.637 3.761 0.003 -0.044 0.017 0.55
```
Positions in Å, forces in eV/Å.